# 1
Computed, not measured: a molecular structure, C40H45BrCl3F2MgNO11PS in a non-equilibrium geometry, with ωB97M-V with the def2-TZVPD basis set.

Output
Kohn-Sham gap: 1.82 eV

The geometry in ORCA input format:
```
! RIJCOSX wB97M-V def2-TZVPD def2/J DEFGRID3
* xyz 1 1
C -2.076 -0.833 5.785
C -3.366 -1.233 4.803
S -3.157 -0.202 3.238
C -3.470 -1.463 1.839
C -2.163 -1.697 0.875
C -1.353 -3.119 0.733
C -0.022 -3.291 -0.261
N 0.612 -4.685 -0.244
C 1.466 -4.873 0.990
C 1.672 -3.728 2.183
O 2.175 -6.017 1.174
C -0.436 -5.764 -0.406
C -0.919 -6.821 0.774
O -1.093 -5.889 -1.593
C 0.564 -2.042 -1.204
C 1.846 -2.220 -2.210
C 3.316 -2.138 -1.486
C 4.086 -3.442 -0.776
C 5.592 -3.320 -0.069
C 6.405 -1.886 -0.001
C 5.674 -0.587 -0.707
C 4.195 -0.717 -1.435
C 3.582 0.637 -2.132
C -0.270 -0.611 -1.047
C -1.587 -0.431 -0.031
C -2.314 1.069 0.082
O -3.636 1.263 0.125
C -1.239 2.349 0.094
C -1.414 3.657 1.084
C -2.658 3.817 2.151
C -3.912 4.726 1.608
C -3.485 6.218 1.052
C -3.701 6.411 -0.566
C -2.280 6.359 -1.436
O -1.324 7.395 -1.018
C -0.217 7.559 -1.973
C 0.278 6.477 -3.100
O 0.505 8.710 -1.883
C -0.246 4.829 1.005
C 1.071 4.739 -0.020
P 2.367 6.166 -0.047
O 3.840 5.476 0.635
Br 1.658 7.826 1.401
C 1.180 3.375 -0.979
C 0.054 2.174 -0.952
C 0.149 0.781 -1.873
O 0.495 0.813 -3.164
H -1.990 0.343 5.891
H -2.321 -1.363 6.827
H -1.105 -1.260 5.277
H -3.209 -2.361 4.483
H -4.406 -1.035 5.308
H -3.885 -2.469 2.303
H -4.377 -0.999 1.218
H -1.733 -4.027 1.404
H 2.478 -4.130 2.959
H 0.669 -3.392 2.684
H 2.140 -2.756 1.682
H -1.090 -6.316 1.820
H -0.102 -7.676 0.939
H -1.908 -7.404 0.450
H 1.856 -1.492 -3.126
H 1.756 -3.318 -2.670
H 3.602 -4.507 -0.770
H 6.154 -4.253 0.419
H 7.446 -1.715 0.504
H 6.183 0.482 -0.706
H 3.069 0.322 -3.137
H 2.874 1.160 -1.361
H 4.428 1.402 -2.402
H -3.093 2.776 2.531
H -2.225 4.340 3.128
H -4.682 4.864 2.508
H -4.468 4.154 0.723
H -4.229 6.989 1.579
H -2.401 6.558 1.408
H -4.219 7.455 -0.753
H -4.447 5.577 -0.943
H -1.769 5.308 -1.285
H -2.479 6.494 -2.591
H 1.194 5.851 -2.683
H 0.731 7.120 -3.999
H -0.569 5.823 -3.573
H -0.393 5.748 1.751
H 3.572 5.250 1.580
H 2.106 3.262 -1.697
Mg 2.108 8.229 -3.788
C 8.841 -1.438 -3.369
Cl 7.704 -1.334 -2.014
Cl 9.890 -0.011 -3.412
Cl 9.809 -2.918 -3.256
H 8.268 -1.472 -4.298
F 1.913 8.612 4.029
C -4.131 -7.782 -1.931
C -5.498 -8.052 -2.460
O -6.037 -8.963 -1.529
C -5.423 -8.669 -0.349
O -5.817 -9.050 0.741
O -4.316 -7.887 -0.534
F -5.437 -8.661 -3.666
H -3.396 -8.525 -2.257
H -3.768 -6.787 -2.205
H -6.139 -7.166 -2.521
O 2.242 1.614 1.600
H 1.659 1.107 1.014
H 1.933 2.527 1.504
*
```

These are the Mulliken partial charges, in e, on atoms 1 to 5: atom 1 (C): -0.786, atom 2 (C): -0.431, atom 3 (S): 0.030, atom 4 (C): -0.965, atom 5 (C): 0.241

***

# 2
Computed, not measured: a molecular structure, C40H45F12N8O2SY, with ωB97M-V with the def2-TZVPD basis set.

Output
Energy above the lowest of the compared OMol25 structures with the same formula, charge and spin: 7.1 kJ/mol
Kohn-Sham gap: 4.71 eV

The geometry in ORCA input format:
```
! RIJCOSX wB97M-V def2-TZVPD def2/J DEFGRID3
* xyz 0 1
Y -0.227 0.353 -0.043
C -0.742 -2.347 6.504
C -0.175 -1.863 5.196
C 0.562 -2.704 4.366
C 1.047 -2.246 3.165
C 0.834 -0.934 2.706
N 1.339 -0.566 1.439
C 2.698 -0.735 1.247
C 3.558 -0.973 2.348
C 4.912 -1.186 2.224
C 5.535 -1.154 0.982
C 7.018 -1.366 0.823
C 4.732 -0.846 -0.100
C 3.355 -0.626 -0.013
C 2.622 -0.127 -1.262
O 1.297 -0.440 -1.339
C 2.696 1.429 -1.250
F 2.123 1.993 -2.326
F 3.904 1.956 -1.111
F 1.947 1.854 -0.176
C 3.239 -0.645 -2.598
F 2.409 -0.425 -3.628
F 3.440 -1.970 -2.545
F 4.407 -0.065 -2.939
C 0.080 -0.086 3.535
C -0.391 -0.569 4.763
C -0.207 1.355 3.097
O -0.543 1.471 1.776
C 1.041 2.238 3.404
F 0.787 3.544 3.186
F 2.074 1.910 2.632
F 1.439 2.120 4.681
C -1.409 1.986 3.872
F -1.178 2.272 5.161
F -1.811 3.130 3.295
F -2.480 1.164 3.830
H -0.087 -3.083 6.971
H -1.716 -2.820 6.354
H -0.880 -1.521 7.202
H 0.761 -3.725 4.673
H 1.646 -2.900 2.548
H 3.133 -0.969 3.341
H 5.499 -1.365 3.118
H 7.421 -1.943 1.656
H 7.555 -0.415 0.791
H 7.244 -1.901 -0.100
H 5.221 -0.759 -1.059
H -0.944 0.082 5.425
C -0.780 6.180 -1.048
C -0.715 5.248 -0.023
C -0.823 3.897 -0.306
C -1.019 3.486 -1.620
C -1.081 4.417 -2.653
C -0.959 5.762 -2.365
N -1.104 2.087 -1.864
N -1.680 1.771 -2.914
C -1.703 0.377 -3.204
C -2.174 0.023 -4.456
C -2.140 -1.312 -4.822
C -1.625 -2.229 -3.922
C -1.197 -1.778 -2.680
N -1.259 -0.505 -2.309
H -0.680 7.234 -0.827
H -0.572 5.567 1.001
H -0.781 3.176 0.504
H -1.204 4.068 -3.669
H -0.992 6.488 -3.165
H -2.531 0.800 -5.117
H -2.489 -1.626 -5.796
H -1.542 -3.277 -4.176
H -0.770 -2.464 -1.963
C -5.755 1.179 0.007
C -4.836 1.161 1.226
C -5.229 2.281 2.185
C -4.939 -0.197 1.932
N -3.467 1.486 0.790
N -2.875 0.543 -0.099
H -6.793 1.075 0.324
H -5.537 0.353 -0.675
H -5.650 2.120 -0.536
H -6.240 2.121 2.561
H -5.187 3.244 1.676
H -4.548 2.313 3.037
H -5.970 -0.381 2.239
H -4.307 -0.223 2.818
H -4.633 -1.020 1.281
H -2.831 1.560 1.578
H -3.218 0.741 -1.032
H -3.146 -0.419 0.117
C -0.226 -5.739 -0.398
N -0.383 -4.293 -0.282
C 0.895 -3.591 -0.189
C -1.555 -3.732 0.083
S -1.682 -2.282 0.954
N -2.681 -4.413 -0.260
C -2.786 -5.142 -1.516
C -3.961 -4.071 0.334
H 0.607 -6.038 0.241
H 0.005 -6.044 -1.420
H -1.120 -6.254 -0.058
H 1.486 -3.824 -1.077
H 1.443 -3.922 0.692
H 0.770 -2.515 -0.125
H -1.879 -5.019 -2.102
H -3.621 -4.730 -2.088
H -2.969 -6.208 -1.365
H -3.840 -3.825 1.385
H -4.617 -4.937 0.241
H -4.424 -3.218 -0.171
*
```

These are the Mulliken partial charges, in e, on atoms 1 to 5: atom 1 (Y): -0.392, atom 2 (C): -1.664, atom 3 (C): 0.625, atom 4 (C): -1.334, atom 5 (C): 0.306

***

# 3
Computed, not measured: a molecular structure, C40H45F3N4O8P2SSi2 in a non-equilibrium geometry, with ωB97M-V with the def2-TZVPD basis set.

Output
Energy above the lowest of the compared OMol25 structures with the same formula, charge and spin: 0.0 kJ/mol
Kohn-Sham gap: 7.00 eV

The geometry in ORCA input format:
```
! RIJCOSX wB97M-V def2-TZVPD def2/J DEFGRID3
* xyz 0 1
C -4.501 -0.990 5.042
C -4.156 -2.476 5.128
S -2.536 -2.812 5.849
C -1.440 -3.102 4.433
Si -0.990 -1.612 3.354
C 0.767 -1.753 2.712
C 0.945 -1.329 1.237
C 0.693 0.168 1.001
C 1.941 1.050 0.888
N 2.944 0.491 -0.038
C 4.173 0.030 0.536
N 5.128 0.746 0.941
N 4.280 -1.396 0.573
O -1.340 -0.162 4.092
Si -0.447 0.450 5.331
N -1.544 1.247 6.416
C 0.537 -0.766 6.326
C 1.369 0.012 7.397
C 2.788 -0.440 7.530
F 3.136 -0.838 8.796
C 3.742 -0.628 6.592
F 4.359 0.272 5.870
F 4.291 -1.821 6.368
P 0.986 1.962 4.405
O 2.360 1.366 4.321
P -2.245 -1.612 1.434
O -1.963 -3.080 0.738
O -3.833 -1.670 1.940
H -4.191 -0.504 5.968
H -5.577 -0.857 4.913
H -3.992 -0.504 4.212
H -4.285 -2.985 4.173
H -4.856 -2.941 5.827
H -1.889 -3.851 3.768
H -0.550 -3.577 4.855
H 1.499 -1.202 3.318
H 1.038 -2.814 2.804
H 1.964 -1.567 0.935
H 0.314 -1.914 0.565
H 0.060 0.591 1.790
H 0.117 0.285 0.081
H 2.387 1.280 1.862
H 1.616 2.007 0.474
H 3.198 1.182 -0.733
H 4.911 1.734 0.817
H 4.053 -1.756 1.497
H 5.272 -1.608 0.479
H -2.102 1.955 5.946
H -1.031 1.746 7.138
H -0.167 -1.406 6.861
H 1.254 -1.343 5.743
H 0.899 -0.061 8.377
H 1.383 1.091 7.168
H 0.479 2.276 3.123
H 0.922 3.191 5.102
H -1.824 -3.809 1.357
H -4.287 -2.370 1.454
C 2.121 4.945 -4.767
C 1.279 5.536 -5.703
C -0.073 5.237 -5.709
C -0.588 4.337 -4.784
C 0.260 3.729 -3.857
C 1.614 4.044 -3.847
C -0.258 2.728 -2.880
O 0.479 2.207 -2.068
C -1.708 2.388 -2.941
C -2.208 1.419 -2.083
C -3.554 1.096 -2.111
C -4.413 1.743 -2.991
C -3.919 2.707 -3.856
C -2.566 3.027 -3.840
C -2.053 4.045 -4.800
O -2.794 4.614 -5.572
H 3.176 5.186 -4.760
H 1.680 6.232 -6.428
H -0.739 5.693 -6.428
H 2.258 3.574 -3.118
H -1.540 0.916 -1.398
H -3.923 0.332 -1.438
H -5.466 1.492 -3.007
H -4.572 3.217 -4.551
C -3.072 -1.607 -6.006
C -2.413 -1.792 -7.217
C -1.039 -1.957 -7.243
C -0.314 -1.929 -6.057
C -0.973 -1.724 -4.844
C -2.355 -1.572 -4.823
C -0.217 -1.646 -3.560
O -0.793 -1.473 -2.506
C 1.266 -1.779 -3.622
C 1.997 -1.654 -2.451
C 3.376 -1.775 -2.472
C 4.031 -2.033 -3.672
C 3.307 -2.159 -4.849
C 1.923 -2.024 -4.831
C 1.167 -2.125 -6.109
O 1.727 -2.352 -7.160
H -4.147 -1.485 -5.988
H -2.975 -1.808 -8.142
H -0.515 -2.107 -8.177
H -2.852 -1.424 -3.874
H 1.484 -1.450 -1.522
H 3.921 -1.660 -1.545
H 5.109 -2.132 -3.690
H 3.804 -2.355 -5.789
*
```

These are the Mulliken partial charges, in e, on atoms 1 to 5: atom 1 (C): -0.852, atom 2 (C): -0.387, atom 3 (S): -0.120, atom 4 (C): -0.780, atom 5 (Si): -0.484

***

# 4
Computed, not measured: a molecular structure, C40H45FN4OOsS5Se2Si, with ωB97M-V with the def2-TZVPD basis set.

Output
Kohn-Sham gap (alpha / beta): 6.80 / 5.47 eV

The geometry in ORCA input format:
```
! RIJCOSX wB97M-V def2-TZVPD def2/J DEFGRID3
* xyz 2 5
Os -0.147 -0.309 0.594
Se -1.964 1.666 -0.683
Se -0.349 3.216 0.028
C -0.112 2.543 1.808
C -0.048 3.508 2.797
C 0.073 3.119 4.121
C 0.075 1.768 4.417
C 0.013 0.860 3.388
N -0.041 1.220 2.084
C -1.534 1.768 -2.574
C -2.618 1.896 -3.422
C -2.375 2.041 -4.781
C -1.069 2.073 -5.231
C -0.055 1.958 -4.300
N -0.270 1.800 -2.985
H -0.124 4.552 2.524
H 0.143 3.866 4.906
H 0.122 1.410 5.436
H 0.001 -0.201 3.583
H -3.628 1.899 -3.028
H -3.203 2.152 -5.474
H -0.840 2.191 -6.283
H 0.985 1.995 -4.615
F -3.831 -2.956 4.723
C -3.069 -2.379 3.789
C -3.447 -1.143 3.292
C -2.649 -0.546 2.325
C -1.487 -1.171 1.849
C -1.164 -2.437 2.373
C -1.942 -3.043 3.349
H -4.350 -0.669 3.665
H -2.946 0.424 1.943
H -0.293 -2.970 2.001
H -1.705 -4.025 3.747
N 4.283 -0.001 -2.109
C 3.112 -0.745 -2.698
C 2.066 -0.927 -1.620
N 1.614 0.342 -1.008
C 2.750 1.148 -0.561
C 3.822 1.355 -1.624
H 5.046 0.083 -2.772
H 4.633 -0.528 -1.311
H 3.448 -1.705 -3.082
H 2.745 -0.139 -3.524
H 2.469 -1.573 -0.839
H 1.215 -1.443 -2.047
H 1.018 0.854 -1.676
H 3.211 0.637 0.283
H 2.408 2.118 -0.218
H 4.673 1.890 -1.211
H 3.448 1.897 -2.491
C 2.324 -3.912 4.495
S 4.054 -3.364 4.453
C 4.004 -1.652 4.221
C 3.273 -0.886 3.268
S 2.297 -1.534 2.071
S 3.589 0.826 3.382
C 4.797 0.796 4.632
S 5.517 2.127 5.183
S 5.080 -0.804 5.249
H 2.385 -4.962 4.785
H 1.849 -3.823 3.528
H 1.784 -3.356 5.261
C -2.332 -4.271 -3.486
C -1.847 -2.903 -2.972
C -0.975 -2.207 -4.031
C -3.073 -2.028 -2.661
Si -0.869 -3.107 -1.380
O -0.474 -1.629 -0.750
C -1.894 -4.167 -0.234
C -3.067 -3.682 0.364
C -3.862 -4.501 1.157
C -3.491 -5.822 1.385
C -2.330 -6.324 0.808
C -1.540 -5.503 0.005
C 0.794 -3.963 -1.610
C 1.214 -4.684 -2.735
C 2.451 -5.332 -2.762
C 3.297 -5.271 -1.661
C 2.907 -4.557 -0.531
C 1.671 -3.920 -0.512
H -2.939 -4.138 -4.393
H -2.952 -4.783 -2.745
H -1.506 -4.942 -3.744
H -1.569 -1.977 -4.930
H -0.129 -2.829 -4.351
H -0.573 -1.259 -3.646
H -3.576 -1.737 -3.595
H -2.792 -1.109 -2.133
H -3.803 -2.562 -2.049
H -3.361 -2.642 0.224
H -4.771 -4.109 1.602
H -4.105 -6.458 2.015
H -2.045 -7.358 0.974
H -0.640 -5.916 -0.450
H 0.577 -4.755 -3.611
H 2.745 -5.895 -3.642
H 4.252 -5.787 -1.679
H 3.561 -4.509 0.337
H 1.369 -3.379 0.388
*
```

These are the Mulliken partial charges, in e, on atoms 1 to 5: atom 1 (Os): -0.523, atom 2 (Se): 0.045, atom 3 (Se): 0.076, atom 4 (C): 0.222, atom 5 (C): -0.863